[1]
This record from the OMol25 dataset describes a 14-piece molecular cluster, C75H171N7O14 overall in a non-equilibrium geometry. The level of theory is ωB97M-V/def2-TZVPD.

Values from the calculation:
* Kohn-Sham gap: 8.328 eV
* energy above the lowest of the compared OMol25 structures with the same formula, charge and spin: 113.00 kcal/mol
* LUMO energy: 0.30 eV

```
267
Properties=species:S:1:pos:R:3:lowdin_charge:R:1
O 4.31086 1.87840 2.32407 -0.04
H 5.00509 2.28720 2.84095 0.04
H 4.49114 2.14872 1.42371 -0.01
O -3.17822 3.34436 -0.94278 -0.04
H -3.79260 3.09171 -1.63194 0.06
H -2.72129 2.53343 -0.71950 0.00
O -1.70168 5.34335 -2.01794 -0.04
H -1.70528 6.21802 -1.62914 0.06
H -2.10261 4.78351 -1.35306 0.00
C 6.63472 -5.80046 -3.86653 -0.03
C 5.62434 -5.11891 -2.93100 -0.41
C 4.35526 -4.81161 -3.78843 -0.14
C 3.08838 -4.43471 -3.05146 -0.19
C 2.75416 -5.43614 -1.90084 -0.15
C 3.91489 -5.67133 -0.96896 -0.45
N 5.16537 -5.95172 -1.74773 -0.13
O 6.19701 -6.36158 -0.97253 -0.01
C 3.98390 -4.27844 -0.18735 -0.03
C 3.58218 -6.84771 -0.03061 -0.03
C 6.24340 -3.72460 -2.52128 -0.04
H 7.36768 -5.08469 -4.23871 0.08
H 6.19217 -6.29873 -4.72907 0.07
H 7.29322 -6.60357 -3.53564 0.08
H 4.56948 -3.83106 -4.21357 0.10
H 4.12276 -5.59589 -4.50880 0.12
H 2.25434 -4.59862 -3.73383 0.11
H 3.07002 -3.35923 -2.87505 0.10
H 2.55174 -6.36653 -2.43140 0.12
H 1.81054 -5.05362 -1.51180 0.12
H 3.32963 -4.29843 0.68422 0.07
H 4.97358 -4.15082 0.25123 0.06
H 3.74512 -3.33362 -0.67562 0.06
H 2.53105 -6.73906 0.23665 0.08
H 3.72881 -7.78952 -0.55937 0.08
H 4.08867 -6.97647 0.92595 0.08
H 6.68458 -3.31146 -3.42835 0.06
H 7.08262 -3.83625 -1.83475 0.09
H 5.60017 -2.91834 -2.16869 0.05
H 6.25408 -7.30988 -1.11066 0.11
C 5.35258 1.93227 -0.92468 -0.01
C 6.32537 2.23742 -2.17366 -0.43
C 7.75410 1.57546 -1.87826 -0.08
C 7.78941 0.19536 -2.62769 -0.19
C 7.21591 0.26983 -4.00749 -0.16
C 5.78943 0.87280 -4.15165 -0.51
N 5.77264 2.11020 -3.47468 -0.14
O 4.51043 2.68011 -3.59355 0.00
C 5.52305 1.00347 -5.63330 -0.03
C 4.84880 -0.19626 -3.46279 0.00
C 6.69566 3.76952 -2.11722 -0.05
H 5.38814 0.91484 -0.53521 0.06
H 4.34368 2.24394 -1.19501 0.07
H 5.71756 2.61981 -0.16167 0.06
H 8.63677 2.19344 -2.04285 0.11
H 7.72186 1.34277 -0.81388 0.10
H 7.27002 -0.60207 -2.09623 0.09
H 8.85851 0.00471 -2.72138 0.11
H 7.32562 -0.69588 -4.50091 0.12
H 7.96838 0.90804 -4.47073 0.12
H 5.15358 0.06655 -6.05015 0.09
H 4.57952 1.52854 -5.78215 0.08
H 6.29954 1.49800 -6.21693 0.09
H 3.86703 0.27553 -3.42239 0.08
H 4.87440 -1.23421 -3.79461 0.07
H 5.01151 -0.17182 -2.38529 0.05
H 7.26652 4.20323 -2.93827 0.09
H 7.32318 4.03849 -1.26753 0.08
H 5.80513 4.39403 -2.04622 0.06
H 4.65482 3.45268 -4.14481 0.10
C -3.36736 -1.01019 7.43793 -0.04
C -4.37387 -0.23472 6.58613 -0.41
C -5.08984 0.84753 7.45068 -0.19
C -4.31759 2.04892 7.77559 -0.19
C -3.82191 2.69630 6.41454 -0.09
C -2.95113 1.70050 5.58260 -0.47
N -3.68350 0.40993 5.42527 -0.11
O -3.07797 -0.58070 4.60825 -0.03
C -2.75552 2.32608 4.18719 -0.04
C -1.57498 1.37756 6.17227 -0.03
C -5.59937 -1.23059 6.14037 0.00
H -2.81749 -0.34003 8.09871 0.06
H -2.61960 -1.57933 6.88564 0.08
H -3.76594 -1.73363 8.14917 0.08
H -6.00936 1.23526 7.01221 0.11
H -5.51234 0.36803 8.33367 0.13
H -3.44260 1.82132 8.38446 0.10
H -5.00854 2.76084 8.22710 0.11
H -3.35456 3.66180 6.60818 0.12
H -4.71413 2.91372 5.82735 0.11
H -2.06458 1.85014 3.49137 0.06
H -3.64852 2.30339 3.56258 0.08
H -2.33311 3.33014 4.22664 0.09
H -0.99446 0.61042 5.65982 0.08
H -0.91342 2.24345 6.14641 0.08
H -1.54550 1.10291 7.22668 0.06
H -5.65958 -2.20763 6.61979 0.07
H -5.36356 -1.58786 5.13795 0.04
H -6.60745 -0.81634 6.15664 0.06
H -3.62171 -0.49092 3.82219 0.07
C -3.38825 -0.35179 -4.72079 -0.06
C -3.64938 -1.61206 -5.43882 -0.48
C -2.19192 -2.16265 -5.70859 -0.14
C -2.19888 -3.56472 -6.23517 -0.19
C -2.68848 -4.42542 -5.10087 -0.15
C -4.13811 -4.13417 -4.64570 -0.49
N -4.28853 -2.62650 -4.55989 -0.08
O -5.58330 -2.24851 -4.04563 -0.02
C -5.15293 -4.77364 -5.61100 -0.03
C -4.34832 -4.75503 -3.25808 -0.04
C -4.47571 -1.44073 -6.75880 -0.02
H -3.11723 -0.62583 -3.70121 0.07
H -4.27250 0.26519 -4.56098 0.08
H -2.71563 0.40150 -5.13093 0.10
H -1.73891 -1.70018 -6.58553 0.12
H -1.58975 -2.06718 -4.80505 0.12
H -1.24538 -4.01180 -6.51637 0.12
H -2.87186 -3.57084 -7.09259 0.11
H -2.03842 -4.58211 -4.24006 0.12
H -2.81503 -5.45429 -5.43777 0.11
H -5.31826 -5.83191 -5.40892 0.08
H -6.13277 -4.30036 -5.54766 0.08
H -4.75672 -4.59379 -6.61038 0.07
H -4.08236 -5.81144 -3.29525 0.08
H -3.66975 -4.31701 -2.52611 0.07
H -5.39045 -4.77159 -2.93902 0.08
H -4.05146 -0.69066 -7.42625 0.08
H -5.49881 -1.09661 -6.60735 0.07
H -4.83454 -2.35275 -7.23583 0.07
H -5.31427 -1.96001 -3.17043 0.05
C -1.60567 -2.42633 -0.46200 -0.04
C -0.90857 -1.30038 0.41404 -0.41
C 0.60713 -1.81932 0.46403 -0.12
C 1.62797 -0.75443 0.82961 -0.17
C 1.52037 0.41337 -0.15835 -0.11
C 0.08731 1.04523 -0.19546 -0.48
N -0.98645 0.00689 -0.24900 -0.08
O -2.27369 0.35236 -0.79131 -0.01
C -0.07673 1.92404 0.96816 -0.05
C 0.05432 1.96302 -1.46192 -0.02
C -1.54479 -1.25618 1.86997 -0.01
H -1.44919 -2.21495 -1.51979 0.07
H -2.69083 -2.32480 -0.47622 0.06
H -1.35463 -3.47180 -0.28290 0.08
H 0.65116 -2.66487 1.15049 0.09
H 0.75448 -2.36085 -0.47038 0.10
H 2.58989 -1.26651 0.80528 0.09
H 1.57986 -0.34618 1.83912 0.11
H 1.77526 0.14340 -1.18317 0.12
H 2.21621 1.18260 0.17659 0.10
H -0.05974 1.34515 1.89158 0.08
H 0.50640 2.84410 1.00791 0.09
H -1.07212 2.35786 1.06359 0.08
H -0.04305 1.40096 -2.39075 0.09
H -0.75693 2.69094 -1.47097 0.05
H 0.94076 2.58488 -1.58688 0.08
H -1.71573 -2.28179 2.19711 0.07
H -2.45759 -0.69764 2.07716 0.06
H -0.79206 -0.82602 2.53060 0.06
H -2.32566 -0.22817 -1.55412 0.06
C 6.31665 7.85035 0.62459 -0.02
C 4.91357 7.88752 1.27388 -0.49
C 4.20233 9.22835 0.94752 -0.14
C 2.68724 9.19518 1.26478 -0.16
C 1.93816 7.96573 0.75847 -0.14
C 2.65862 6.67118 0.85795 -0.47
N 4.12205 6.75267 0.76468 -0.11
O 4.75116 5.58684 1.13676 -0.01
C 2.14043 5.88700 2.11730 -0.02
C 2.20086 5.81399 -0.37566 -0.04
C 5.20004 7.94047 2.78301 -0.05
H 6.41920 7.14120 -0.19680 0.07
H 7.06104 7.57260 1.37083 0.07
H 6.59153 8.82395 0.21885 0.08
H 4.61443 10.01543 1.57901 0.11
H 4.28173 9.49048 -0.10751 0.11
H 2.25413 10.08790 0.81359 0.11
H 2.74270 9.26196 2.35131 0.11
H 1.52736 8.05372 -0.24731 0.12
H 1.11747 7.95801 1.47576 0.11
H 2.38147 6.31612 3.08986 0.08
H 1.05065 5.90692 2.12556 0.07
H 2.43903 4.84056 2.05480 0.07
H 1.11740 5.79310 -0.49299 0.08
H 2.45608 6.18530 -1.36818 0.07
H 2.65806 4.84083 -0.55466 0.07
H 5.72919 7.00085 2.94187 0.08
H 4.36042 7.86941 3.47444 0.07
H 5.75460 8.83754 3.05839 0.09
H 5.07321 5.26985 0.28977 0.09
C -6.74154 0.82937 2.42527 -0.03
C -7.93220 0.01186 2.04570 -0.49
C -9.02758 0.83853 1.28731 -0.13
C -8.57573 1.36001 -0.08648 -0.18
C -8.43497 0.07955 -0.92554 -0.14
C -7.36307 -0.97215 -0.37961 -0.45
N -7.49398 -1.10026 1.10831 -0.08
O -6.61931 -2.09890 1.72668 -0.02
C -7.78742 -2.25693 -1.09883 -0.05
C -5.91086 -0.54281 -0.85507 -0.02
C -8.62539 -0.60947 3.28673 -0.02
H -6.19118 0.26170 3.17558 0.08
H -7.17747 1.75257 2.80708 0.09
H -6.09839 1.12470 1.59628 0.07
H -9.99339 0.36347 1.11512 0.12
H -9.21673 1.66702 1.96989 0.11
H -7.62563 1.88956 -0.15717 0.10
H -9.26898 2.00635 -0.62474 0.11
H -8.14999 0.48966 -1.89440 0.11
H -9.42483 -0.35587 -1.06223 0.11
H -7.93645 -2.19550 -2.17684 0.09
H -7.01203 -3.00784 -0.94716 0.07
H -8.69673 -2.53780 -0.56744 0.09
H -5.21676 -1.37136 -0.71423 0.07
H -5.84968 -0.33514 -1.92335 0.06
H -5.57964 0.33140 -0.29459 0.06
H -7.98465 -1.11628 4.00833 0.06
H -9.36747 -1.35458 2.99996 0.09
H -9.10389 0.24147 3.77154 0.08
H -7.16102 -2.89104 1.70070 0.07
C 2.55843 5.66802 -4.68701 -0.03
C 1.15232 6.01442 -4.12289 -0.51
C 0.12185 6.31711 -5.18642 -0.07
O 0.68113 4.92182 -3.34365 -0.07
H 2.37201 4.91299 -5.45075 0.08
H 3.10028 5.15357 -3.89338 0.06
H 2.99634 6.53738 -5.17744 0.08
H 1.13953 6.92232 -3.51985 0.12
H -0.84730 6.57817 -4.76133 0.07
H -0.06234 5.38449 -5.71973 0.08
H 0.38336 7.14843 -5.84111 0.08
H -0.16883 5.15018 -2.96019 0.02
C 6.40166 -2.00040 0.88503 -0.05
C 5.72746 -1.20010 2.01560 -0.48
C 4.80801 -2.04401 2.88176 -0.04
O 6.67553 -0.55518 2.87158 -0.05
H 6.77055 -2.95435 1.26184 0.08
H 7.13626 -1.36158 0.39475 0.08
H 5.60471 -2.29656 0.20293 0.04
H 5.33816 -0.40687 1.37739 0.10
H 5.35039 -2.91542 3.24862 0.09
H 4.02091 -2.38959 2.21157 0.05
H 4.25584 -1.60586 3.71316 0.08
H 6.14772 0.07893 3.36242 0.07
C -4.24800 -4.34327 3.89279 -0.03
C -5.17882 -5.13242 2.93622 -0.43
C -5.02252 -6.63531 2.48766 -0.05
O -6.50156 -4.98146 3.49639 -0.07
H -4.28116 -4.59734 4.95225 0.08
H -4.59079 -3.31476 3.77991 0.06
H -3.19709 -4.43297 3.61780 0.06
H -5.18209 -4.62214 1.97304 0.11
H -4.02039 -6.89637 2.14750 0.06
H -5.65464 -6.86694 1.63042 0.07
H -4.99378 -7.37756 3.28537 0.07
H -7.08395 -4.70292 2.78586 0.06
C 0.47059 -4.86952 3.59239 -0.05
C 0.98408 -4.24885 4.89380 -0.51
C 0.87643 -2.73819 4.80013 -0.05
O 0.14067 -4.57578 5.92781 -0.04
H -0.58397 -4.60703 3.50801 0.06
H 0.56112 -5.94955 3.70821 0.08
H 0.85703 -4.57016 2.61815 0.06
H 1.96935 -4.68829 5.04955 0.14
H 1.67617 -2.45125 5.48291 0.08
H -0.04684 -2.20753 5.03263 0.08
H 1.22081 -2.46707 3.80214 0.06
H -0.70118 -4.13807 5.78193 0.08
```


[2]
This record from the OMol25 dataset describes C29H48N6OSV as an isolated structure. The level of theory is ωB97M-V/def2-TZVPD.

Values from the calculation:
* Kohn-Sham gap (alpha / beta): 6.940 / 7.543 eV
* multiplicity: 3
* energy above the lowest of the compared OMol25 structures with the same formula, charge and spin: 14.42 kcal/mol
* LUMO energy (alpha / beta): -3.62 / -3.14 eV
* total charge: +1

```
86
Properties=species:S:1:pos:R:3:lowdin_spin:R:1
V -0.43399 0.45246 -0.07424 1.92
C -1.03651 4.00280 1.63337 0.00
C 0.43647 3.60668 1.53596 0.00
C 0.85634 3.01698 0.19394 0.00
C 0.82752 2.76873 2.74029 0.00
C 1.41466 3.46951 3.78619 0.00
C 1.71438 2.86853 4.99398 0.00
C 1.46845 1.52093 5.14482 0.00
C 0.92420 0.75450 4.11919 0.00
C 0.82547 -0.74580 4.40558 0.00
C 2.18291 -1.31405 4.85062 0.00
C -0.21715 -1.06102 5.48206 0.00
C 0.55105 1.40060 2.91401 0.00
N -0.14218 0.62750 1.90462 -0.02
C -1.06732 -0.20832 2.34072 0.01
C -1.59343 -1.22888 1.53680 0.02
C -2.51068 -2.23414 1.83988 0.03
C -2.62281 -3.00946 0.69761 0.02
C -1.79952 -2.44486 -0.29364 0.02
N -1.15600 -1.36565 0.21355 0.00
C -1.68636 -2.93246 -1.72246 0.00
C -2.19152 -4.37612 -1.81812 0.00
C -2.56045 -2.05041 -2.62925 0.00
C -0.23407 -2.89285 -2.19857 0.00
H -1.35173 4.59012 0.77443 0.00
H -1.19554 4.59524 2.53537 0.00
H -1.67714 3.12163 1.70267 0.00
H 1.01392 4.52822 1.62370 0.00
H 0.22504 2.17970 -0.09805 0.00
H 1.88143 2.65498 0.24196 0.00
H 0.75540 3.73725 -0.61641 0.00
H 1.61068 4.52696 3.65107 0.00
H 2.13976 3.44516 5.80495 0.00
H 1.72932 1.03688 6.07872 0.00
H 0.52999 -1.27703 3.50222 0.00
H 2.45058 -0.95163 5.84492 0.00
H 2.99093 -1.03162 4.17678 0.00
H 2.13594 -2.40488 4.90162 0.00
H 0.06105 -0.60259 6.43279 0.00
H -0.28611 -2.13947 5.63801 0.00
H -1.21164 -0.69199 5.22220 0.00
H -1.45485 -0.10381 3.35026 0.00
H -3.00067 -2.38221 2.79146 0.00
H -3.22966 -3.89217 0.57994 0.00
H -3.26997 -4.43742 -1.66069 0.00
H -1.69779 -5.01987 -1.08733 0.00
H -1.97930 -4.76842 -2.81444 0.00
H -3.57832 -1.97928 -2.24225 0.00
H -2.60270 -2.48031 -3.63392 0.00
H -2.15923 -1.03820 -2.70580 0.00
H 0.36894 -3.63178 -1.66702 0.00
H 0.19678 -1.90957 -2.03338 0.00
H -0.18792 -3.12088 -3.26679 0.00
S -2.75505 1.05085 -0.19814 -0.02
C -2.73036 2.57724 -0.92451 0.00
N -2.70438 3.60302 -1.45575 -0.01
C 2.13810 -2.42813 0.47630 0.00
C 2.43372 -1.03240 0.97360 0.00
O 1.81485 -0.00254 0.17172 0.01
H 2.59976 -3.15893 1.14397 0.00
H 2.54203 -2.59173 -0.52646 0.00
H 1.06274 -2.60597 0.45521 0.00
H 3.50524 -0.83538 1.00943 0.00
H 2.03429 -0.88380 1.96430 0.00
H 2.24374 0.02078 -0.68982 0.00
C 1.94814 1.35259 -5.01193 0.00
N 1.47587 0.62891 -3.83164 0.01
C 2.52352 -0.01148 -3.06723 0.00
C 0.20856 0.75888 -3.37572 0.01
N -0.11983 0.66076 -2.10111 0.00
N -0.73612 1.04323 -4.30732 0.01
C -0.78135 0.31316 -5.57465 0.00
C -1.99191 1.67095 -3.91219 0.00
H 2.80757 1.96365 -4.73206 0.00
H 1.17015 2.00507 -5.39341 0.00
H 2.25740 0.66292 -5.79887 0.00
H 3.22862 -0.47439 -3.75609 0.00
H 2.10453 -0.79999 -2.45012 0.00
H 3.08493 0.71595 -2.46712 0.00
H -1.14557 0.72041 -2.07108 0.00
H 0.10204 -0.30356 -5.69817 0.00
H -0.85756 1.00166 -6.41727 0.00
H -1.65866 -0.33798 -5.58283 0.00
H -2.74687 0.93754 -3.60720 0.00
H -2.38392 2.22181 -4.76609 0.00
H -1.83092 2.37870 -3.10163 0.00
```


[3]
This record from the OMol25 dataset describes one molecule with the formula C3H4FNO2 in a non-equilibrium geometry. The level of theory is ωB97M-V/def2-TZVPD.

Values from the calculation:
* Kohn-Sham gap: 9.926 eV
* SMILES: O=C1NOC[C@@H]1F
* energy above the lowest of the compared OMol25 structures with the same formula, charge and spin: 97.66 kcal/mol
* LUMO energy: 0.68 eV

```
11
Properties=species:S:1:pos:R:3:lowdin_charge:R:1
C 0.21864 0.83806 0.26045 -0.20
C -1.19778 0.19433 0.27383 -0.05
C 1.02795 -0.21589 -0.00305 -0.59
H 0.38703 1.63519 1.00723 0.18
H -1.01581 -0.50800 1.29464 0.20
H -2.01425 0.94632 0.27541 0.14
H 0.72335 -2.13671 -0.90930 0.28
N 0.23416 -1.19892 -0.42231 0.01
O -0.97392 -0.80657 -0.74812 -0.09
O 2.20071 -0.33118 -0.06342 0.13
F 0.40992 1.58337 -0.96536 -0.01
```


[4]
This record from the OMol25 dataset describes one molecule with the formula C5H8N2 in a non-equilibrium geometry. The level of theory is ωB97M-V/def2-TZVPD.

Values from the calculation:
* Kohn-Sham gap: 11.332 eV
* SMILES: N#C[C@H](N)C1CC1
* energy above the lowest of the compared OMol25 structures with the same formula, charge and spin: 36.36 kcal/mol
* LUMO energy: 0.96 eV

```
15
Properties=species:S:1:pos:R:3:lowdin_charge:R:1
N -1.44533 0.96145 1.34438 0.05
C -0.33519 0.91279 0.40611 -0.37
C 0.89869 0.55791 1.14457 -0.22
N 1.82271 0.22270 1.75277 0.17
C -0.44697 -0.02226 -0.79432 -0.24
C 0.02109 -1.45270 -0.73001 -0.11
C 0.92553 -0.40109 -1.27836 -0.13
H -1.14401 1.56621 2.10895 0.08
H -1.54849 0.03754 1.75521 0.08
H -0.19705 1.91859 -0.01307 0.15
H -1.25582 0.18639 -1.49864 0.14
H 0.22911 -1.91696 0.22827 0.10
H -0.40005 -2.12646 -1.46890 0.10
H 1.15621 -0.35958 -2.32480 0.10
H 1.71957 -0.08453 -0.63216 0.07
```


> Look up the energy above the lowest of the compared OMol25 structures with the same formula, charge and spin of the third one.

97.66 kcal/mol


> Which value of energy above the lowest of the compared OMol25 structures with the same formula, charge and spin does entry 1 give?

113.00 kcal/mol


> What is the energy above the lowest of the compared OMol25 structures with the same formula, charge and spin in the third record?

97.66 kcal/mol